Below is a structure of composition C4H16CdN10O10 in a non-equilibrium geometry, with properties calculated with ωB97M-V with the def2-TZVPD basis set.

As for the spin multiplicity: 1. The value obtained for the molar mass is 476.64 u. As for the calculated total energy: -44346.970 eV. The calculation puts the energy above the lowest of the compared OMol25 structures with the same formula, charge and spin at 0.00 kcal per mole. As for the HOMO energy: -8.76 eV. Its HOMO-LUMO gap is 0.3438 hartree.

XYZ file:
```
41
Properties=species:S:1:pos:R:3:forces:R:3:lowdin_charge:R:1
Cd -0.214198 -0.180792 -0.025504 0.052 0.190 0.002 1.373
N -2.113372 0.948041 -2.414823 0.215 -0.124 0.401 -0.562
O -1.835722 0.294843 -1.356093 -1.223 0.323 -0.904 -0.158
O -1.169190 1.291017 -3.168631 -0.060 0.148 0.043 -0.071
O -3.271443 1.222629 -2.668777 0.115 -0.010 0.011 0.035
N 1.519038 -0.446976 2.774030 -1.838 0.553 0.079 -0.549
O 1.207860 -0.685468 1.572972 1.330 -0.621 0.553 -0.147
O 1.229630 -1.281705 3.638464 0.592 -0.190 -0.096 -0.003
O 1.935044 0.679237 3.080815 0.887 -0.243 -0.040 -0.035
C 0.880377 -1.645099 -2.807152 -0.772 0.856 -0.471 -0.615
O 0.734950 -1.255438 -1.648889 0.908 -0.987 -0.389 -0.074
N 1.688603 -2.708984 -3.109149 -0.267 0.521 0.034 0.161
N 0.233406 -1.018572 -3.839989 1.087 -1.395 0.511 0.181
H 2.111363 -3.185400 -2.335327 -0.025 -0.111 0.002 0.105
H 1.648515 -3.141941 -4.011703 0.060 -0.112 0.029 0.095
H 0.574849 -1.253698 -4.754500 -0.294 0.370 -0.213 0.096
H -0.238282 -0.138309 -3.634977 -0.065 0.200 -0.032 0.052
C -1.280347 1.933168 2.343816 -0.145 0.188 0.291 -0.618
O -1.171726 1.151637 1.399022 -0.503 0.389 0.511 -0.069
N -2.513841 2.447051 2.664458 0.800 0.031 0.091 0.163
N -0.222083 2.328901 3.094522 -1.013 0.162 -0.496 0.188
H -2.628436 3.017455 3.480504 -0.169 -0.019 -0.020 0.093
H -3.314817 2.125369 2.156428 0.002 -0.055 -0.085 0.108
H 0.661516 1.844080 2.960699 0.099 0.033 0.143 0.054
H -0.377101 2.946283 3.868183 0.216 -0.057 0.124 0.102
C -1.177749 -3.115530 1.167668 0.027 -0.381 0.159 -0.618
O -1.148493 -2.045295 0.556195 -0.518 -0.873 0.018 -0.072
N -0.509492 -3.301193 2.333323 -0.198 0.511 -0.612 0.187
N -1.894308 -4.173826 0.668383 0.238 0.076 0.433 0.161
H -0.573335 -4.130051 2.890363 0.011 -0.112 -0.083 0.102
H 0.110485 -2.543158 2.618829 -0.061 -0.141 0.261 0.061
H -2.328221 -4.110254 -0.231819 -0.051 0.301 -0.009 0.105
H -2.008569 -5.023528 1.187489 0.082 -0.021 -0.003 0.094
C 1.694120 2.477087 -0.937138 0.362 0.375 -0.106 -0.633
O 1.069178 1.470902 -0.639704 0.479 0.399 -0.172 -0.058
N 1.110511 3.486641 -1.635242 -0.495 -0.139 0.005 0.179
N 3.011316 2.622468 -0.617205 -0.484 0.162 -0.261 0.175
H 0.150519 3.330347 -1.899415 0.028 -0.093 -0.036 0.103
H 1.500247 4.385014 -1.842548 0.328 -0.079 0.096 0.100
H 3.448779 1.886301 -0.096182 0.019 0.045 0.155 0.112
H 3.470421 3.496748 -0.781398 0.246 -0.070 0.078 0.097
```
Forces are in eV/Å.

=====

Below is a structure of composition C4H16FN8O4Ti in a non-equilibrium geometry, with properties calculated with ωB97M-V with the def2-TZVPD basis set.

As for the spin multiplicity: 4. The value obtained for the molar mass is 307.09 u. As for the calculated total energy: -50353.356 eV. Its expectation value of S² is 3.751. The calculation puts the energy above the lowest of the compared OMol25 structures with the same formula, charge and spin at 26.31 kcal per mole. As for the HOMO energy (spin up / spin down): -7.42 / -9.51 eV. Its HOMO-LUMO gap (spin up / spin down) is 0.2502 / 0.3230 hartree.

XYZ file:
```
34
Properties=species:S:1:pos:R:3:forces:R:3:lowdin_spin:R:1
Ti 0.330290 0.214958 -3.110404 -0.445 0.789 1.883 2.799
F 0.331408 -0.135089 -0.821906 0.116 0.256 -1.220 0.073
C -0.134553 3.222040 -1.530941 1.020 -1.053 -0.634 0.011
O -0.507314 2.508957 -2.487365 0.284 -0.683 -0.180 0.079
N 0.213124 2.672134 -0.339356 -0.795 0.591 -0.925 0.001
N 0.095866 4.544224 -1.695569 -0.374 -0.194 1.032 0.001
H 0.256193 1.660544 -0.352519 -0.022 -0.171 0.494 0.001
H 0.443845 3.258256 0.439070 0.234 -0.338 0.252 0.000
H 0.278517 4.891871 -2.618010 -0.125 0.097 -0.011 0.000
H 0.541816 4.937517 -0.885197 0.198 0.717 -0.461 0.000
C -0.327247 -3.723248 -0.629397 -0.572 -1.372 -1.137 0.001
O -0.443879 -4.948975 -0.647649 -0.317 0.889 0.043 0.001
N 0.777808 -3.133380 -0.123417 -0.276 0.361 0.071 0.001
N -1.227854 -2.842367 -1.202395 0.812 -0.094 0.501 0.008
H 1.434433 -3.772281 0.284911 0.229 0.426 0.170 0.000
H 0.816882 -2.128116 -0.149146 0.630 -0.034 0.295 0.001
H -1.972894 -3.162822 -1.787722 -0.090 -0.174 0.147 0.001
H -0.994807 -1.865052 -1.147907 -0.396 0.061 -0.094 0.009
C 2.814474 0.308906 1.957230 2.116 -0.524 -1.217 0.000
O 3.805906 0.230060 2.678027 -1.245 0.413 0.253 0.000
N 1.637457 -0.302634 2.121304 -1.586 -0.582 0.891 0.000
N 2.913609 0.928940 0.718367 0.323 0.605 0.784 0.001
H 0.949771 -0.304473 1.390524 0.099 0.119 -0.229 0.000
H 1.367194 -0.742916 2.983832 0.413 0.002 0.023 0.000
H 2.324788 0.650984 -0.047075 0.060 -0.074 -0.129 0.003
H 3.867663 1.222857 0.580179 -0.169 -0.068 -0.533 0.000
C -2.926314 -0.737518 0.863010 -1.509 -1.221 -0.040 0.001
O -4.055154 -1.217475 0.980128 0.882 0.576 0.105 0.000
N -2.566514 0.009981 -0.213620 0.088 0.468 -0.254 0.003
N -1.915160 -0.972467 1.736641 0.043 0.090 -0.142 0.000
H -1.606834 0.299934 -0.358733 -0.362 0.056 -0.114 0.001
H -3.337520 0.393996 -0.731390 0.240 0.046 -0.159 0.000
H -2.069744 -1.578751 2.520415 0.087 0.110 0.018 0.000
H -1.115255 -0.388594 1.626077 0.411 -0.089 0.521 0.000
```
Forces are in eV/Å.